Here is a molecular structure, C23H18CsN5 from OMol25. Energies are from ωB97M-V/def2-TZVPD.

Geometry as XYZ:
```
47
Properties=species:S:1:pos:R:3:forces:R:3
Cs 0.1652 -0.6207 -0.0780 -0.42 0.02 -0.33
C 4.9423 -3.3822 -2.6860 -0.01 0.02 0.01
C 5.1004 -3.7160 -1.3443 0.01 -0.01 -0.01
C 4.5897 -2.8953 -0.3549 -0.03 -0.01 0.03
C 3.9250 -1.7304 -0.7231 0.01 0.02 -0.09
C 3.7855 -1.3761 -2.0594 0.08 -0.04 0.01
C 4.2847 -2.2141 -3.0448 0.02 -0.02 0.00
N 3.3436 -0.8184 0.2029 0.06 0.04 0.10
N 3.0929 -1.2836 1.3234 0.16 0.03 -0.02
C 2.4866 -0.3031 2.1795 -0.04 -0.06 0.10
C 2.9798 0.9883 2.2825 -0.01 -0.01 -0.06
C 2.2949 1.8700 3.1006 -0.01 0.03 0.02
C 1.1643 1.4280 3.7688 -0.01 0.02 0.02
C 0.7639 0.1125 3.5960 -0.02 0.00 0.00
N 1.4118 -0.7512 2.8169 0.17 -0.01 0.13
H 5.3433 -4.0324 -3.4524 0.00 0.00 0.00
H 5.6267 -4.6214 -1.0724 0.00 0.00 0.00
H 4.6994 -3.1378 0.6931 -0.01 -0.01 0.00
H 3.2940 -0.4438 -2.3083 -0.01 0.00 0.01
H 4.1716 -1.9503 -4.0877 0.00 0.00 0.00
H 3.8539 1.2818 1.7195 0.00 0.01 0.02
H 2.6305 2.8931 3.2042 0.00 0.00 0.00
H 0.5935 2.0896 4.4045 0.00 0.00 0.00
H -0.1218 -0.2677 4.0918 0.01 0.02 0.01
C -5.8692 -2.5652 -0.6972 0.00 -0.04 0.00
C -6.2073 -1.2171 -0.6608 0.00 0.03 0.00
C -5.2260 -0.2435 -0.5941 0.02 -0.05 0.00
C -3.8832 -0.6178 -0.5636 -0.08 -0.01 0.00
C -3.5487 -1.9661 -0.5930 0.00 0.03 0.00
C -4.5351 -2.9392 -0.6625 0.00 0.00 -0.01
N -2.7943 0.3079 -0.4793 0.03 0.09 -0.01
N -3.1454 1.4947 -0.5931 -0.04 -0.14 0.02
C -2.1492 2.5062 -0.5015 0.03 0.12 -0.01
C -2.7230 3.7844 -0.5616 0.07 -0.01 0.00
C -1.9161 4.9021 -0.4640 -0.03 0.00 0.00
C -0.5459 4.7153 -0.3175 0.01 -0.01 0.00
C -0.0129 3.4292 -0.2754 0.04 0.02 -0.01
C -0.7724 2.2513 -0.3666 0.03 -0.06 0.08
H -6.6442 -3.3189 -0.7489 0.00 0.00 0.00
H -7.2495 -0.9240 -0.6827 0.00 0.00 0.00
H -5.4754 0.8070 -0.5642 0.00 0.01 0.00
H -2.5028 -2.2485 -0.5639 -0.02 -0.02 -0.01
H -4.2620 -3.9863 -0.6895 0.00 0.00 0.00
H -3.7964 3.8767 -0.6808 -0.01 -0.01 0.00
H -2.3409 5.8973 -0.5026 0.00 0.00 0.00
H 0.1072 5.5793 -0.2400 0.00 0.00 0.00
H 1.0709 3.3565 -0.1697 0.00 0.00 0.01
```
Positions in Å, forces in eV/Å.

F_max: 0.54 eV Å⁻¹
E: -1181.0400 Eh
E_HOMO: -6.5 eV

***

Here is a molecular structure, C23H18F6N7O4RhS2 from OMol25. Energies are from ωB97M-V/def2-TZVPD.

Geometry as XYZ:
```
61
Properties=species:S:1:pos:R:3:forces:R:3
Rh -0.2752 0.2719 -0.2917 0.39 -0.07 0.18
N 2.2669 0.4530 1.7640 -0.07 0.00 -0.14
C 1.6190 -0.8031 1.7123 0.10 0.12 0.14
C 1.9129 -1.5984 2.9687 0.00 -0.05 -0.03
C 1.1683 -2.6705 3.1970 0.03 0.06 -0.03
C 0.0441 -2.9544 2.2429 -0.04 0.01 -0.01
C -0.5910 -1.6207 1.9133 0.08 -0.01 0.03
N 0.1357 -0.6272 1.5739 -0.11 0.04 -0.23
C 2.4868 1.2714 0.6675 0.19 0.08 0.10
C 3.5155 2.2174 0.7195 -0.07 -0.05 -0.04
C 3.8318 2.9239 -0.4169 -0.11 -0.13 -0.05
C 3.1344 2.6488 -1.5957 0.07 0.10 0.10
C 2.1026 1.7527 -1.5557 0.08 -0.06 0.08
N 1.7430 1.0825 -0.4274 -0.25 -0.05 -0.13
H 2.6974 0.7301 2.6306 -0.02 -0.01 0.02
H 2.7095 -1.2753 3.6269 0.01 0.00 0.01
H 1.3158 -3.3076 4.0585 -0.01 -0.01 0.01
H -0.6793 -3.6492 2.6605 0.01 0.00 0.01
H -1.6697 -1.5360 1.8415 -0.01 0.02 -0.03
H 4.0601 2.3578 1.6437 0.02 0.01 -0.01
H 4.6264 3.6570 -0.4029 0.00 0.01 0.01
H 3.3670 3.1521 -2.5224 -0.01 0.00 0.00
H 1.5228 1.5583 -2.4415 0.10 -0.15 -0.02
C 2.9517 -3.9881 0.9221 -0.06 0.05 -0.01
C 3.1236 -2.6171 0.8411 -0.01 -0.01 0.01
C 2.0605 -1.6773 0.4252 0.03 -0.06 -0.08
C 0.8575 -2.3839 -0.0912 0.03 0.06 0.03
C 0.5005 -3.5687 0.7539 -0.02 0.05 0.00
C 1.6611 -4.4636 0.9158 0.03 -0.03 0.01
N -0.0832 -1.7069 -0.6791 -0.15 -0.15 -0.02
N -1.2192 -2.3425 -0.9755 0.23 0.12 0.02
C -2.3148 -1.5571 -0.8288 -0.12 -0.05 -0.04
C -3.5989 -2.0622 -1.0926 0.07 0.02 0.02
C -4.6909 -1.3182 -0.7278 -0.01 0.10 0.04
C -4.5220 -0.0734 -0.0982 -0.02 -0.11 -0.04
C -3.2529 0.4009 0.0811 0.03 0.01 -0.03
N -2.1750 -0.3176 -0.3041 -0.14 -0.08 0.15
H 3.7906 -4.6428 1.1131 0.00 -0.01 0.00
H 4.0964 -2.1942 1.0773 0.00 0.01 0.01
H 2.4809 -0.9941 -0.3145 0.00 0.00 0.02
H -0.3657 -4.1033 0.3765 0.01 0.00 0.00
H 1.4838 -5.5185 1.1045 0.00 0.00 0.00
H -3.6874 -3.0357 -1.5520 0.01 0.00 0.00
H -5.6862 -1.6969 -0.9181 -0.01 0.00 0.01
H -5.3670 0.5191 0.2182 0.00 0.01 0.00
H -3.0478 1.3679 0.5148 0.00 0.01 0.00
F -2.8463 0.6994 -3.9842 0.01 0.05 0.01
C -2.6874 1.8617 -3.3747 0.01 0.00 0.00
F -3.0009 2.8558 -4.1735 -0.01 -0.03 0.06
F -3.4445 1.8951 -2.2803 0.02 0.06 -0.04
S -0.9053 2.0211 -2.8965 0.30 -0.06 -0.56
O -0.5800 0.7146 -2.2425 -0.24 0.16 0.23
O -0.1836 2.1921 -4.1047 -0.09 0.04 -0.02
N -0.8107 3.2433 -1.9587 -0.22 0.16 0.23
S -0.5578 3.4437 -0.4356 0.00 -0.28 0.06
O -0.7903 2.1884 0.3383 -0.01 0.22 -0.03
O 0.6395 4.1484 -0.1445 -0.02 -0.04 0.08
C -1.9710 4.4941 0.1289 -0.15 0.11 -0.02
F -1.9589 5.6340 -0.5267 0.05 -0.10 0.02
F -1.8319 4.6997 1.4271 0.04 -0.03 -0.07
F -3.1109 3.8483 -0.1004 0.04 -0.02 -0.03
```
Positions in Å, forces in eV/Å.

F_max: 0.63 eV Å⁻¹
charge: +2
E: -3076.9579 Eh
E_HOMO: -13.5 eV

***

Here is 2 unconnected molecules or ions with the total composition C23H18N5O8 at a distorted geometry from OMol25. Energies are from ωB97M-V/def2-TZVPD.

Geometry as XYZ:
```
54
Properties=species:S:1:pos:R:3:forces:R:3
C 4.9739 0.0005 -1.2054 0.19 0.13 -0.18
C 3.7510 0.7094 -0.6717 -0.52 -0.08 -0.04
O 2.6058 0.3661 -1.5010 0.88 0.36 0.44
C 1.4669 1.0589 -1.2231 -1.71 0.51 -0.65
C 0.3355 0.4676 -1.9665 2.06 -0.39 -0.36
N -0.8745 0.6010 -1.5313 -1.67 0.79 1.50
C -1.8724 -0.2640 -1.4379 0.77 0.13 -0.83
C -3.2417 0.2407 -1.3394 -0.15 0.01 0.56
C -4.3391 -0.5937 -1.0143 0.02 0.28 -0.12
C -5.6367 -0.0874 -0.9715 0.30 0.16 -0.03
C -5.8606 1.2732 -1.2029 0.03 0.11 -0.13
C -4.7824 2.1245 -1.4892 0.15 -0.48 0.15
C -3.4837 1.6120 -1.5481 -0.49 0.12 -0.01
C -1.5587 -1.7084 -1.4564 0.05 -0.51 -0.97
C -2.3628 -2.6437 -2.1433 0.28 -0.09 0.32
C -1.9897 -3.9869 -2.2066 0.15 0.16 0.13
C -0.7735 -4.4023 -1.6532 -0.04 -0.03 -0.08
C 0.0550 -3.4810 -1.0066 -0.29 0.23 0.02
C -0.3515 -2.1544 -0.8858 -0.17 -0.24 0.11
O 1.3917 1.9948 -0.4410 0.62 -0.26 0.18
H 5.7672 0.0446 -0.4537 -0.07 -0.02 -0.03
H 4.7803 -1.0518 -1.4395 -0.07 0.21 0.07
H 5.3488 0.5071 -2.0997 -0.07 -0.19 -0.02
H 3.5441 0.3658 0.3527 -0.04 0.23 -0.20
H 3.8846 1.8020 -0.6626 -0.09 -0.38 0.08
H 0.6287 -0.1130 -2.8550 -0.27 -0.58 0.61
H -4.1635 -1.6443 -0.7912 -0.10 0.28 -0.02
H -6.4723 -0.7611 -0.7604 0.27 0.27 0.01
H -6.8762 1.6696 -1.1625 0.25 -0.08 -0.04
H -4.9534 3.1874 -1.6730 0.04 -0.31 0.12
H -2.6324 2.2643 -1.7383 -0.22 -0.19 -0.04
H -3.2749 -2.2997 -2.6326 0.28 -0.17 0.11
H -2.6475 -4.7040 -2.7024 0.26 0.17 0.08
H -0.4629 -5.4447 -1.7319 -0.10 0.23 -0.01
H 1.0206 -3.7787 -0.5950 -0.34 0.00 -0.02
H 0.2717 -1.4428 -0.3421 -0.17 -0.31 -0.31
O 4.8803 2.1628 3.8290 -2.03 0.15 -0.43
N 3.7590 2.6566 3.6227 0.74 1.53 0.45
O 3.5398 3.8877 3.7045 0.45 -1.79 -0.07
C 2.6094 1.8405 3.2609 -0.66 -0.39 -0.17
C 1.4203 2.4869 2.9183 0.62 -0.38 0.05
C 0.3202 1.7581 2.4149 0.53 -1.75 -0.02
N -0.8760 2.4292 1.9825 -2.21 0.79 -0.75
O -0.9210 3.6747 2.0343 0.32 -1.79 0.05
O -1.8352 1.7287 1.5787 1.98 1.24 0.82
C 0.3667 0.3571 2.2641 -0.94 0.86 0.07
C 1.5433 -0.2797 2.6220 0.96 -1.47 -0.53
N 1.9627 -1.5829 2.3204 -0.69 2.03 0.54
O 1.3742 -2.5527 1.8610 0.51 0.35 0.30
O 3.3107 -1.6373 2.6329 -0.18 -0.08 0.14
N 3.7814 -0.4067 3.1051 -1.93 0.69 0.00
C 2.6836 0.3917 3.1080 2.37 -0.01 -0.56
H 1.3506 3.5673 3.0171 0.05 -0.30 -0.14
H -0.4856 -0.2097 1.9063 0.09 0.23 -0.16
```
Positions in Å, forces in eV/Å.

F_max: 2.48 eV Å⁻¹
charge: -1
E: -1762.6141 Eh
E_HOMO: -2.6 eV

***

Here is C23H19ClN2O5 in the gas phase at a distorted geometry from OMol25. Energies are from ωB97M-V/def2-TZVPD.

Geometry as XYZ:
```
50
Properties=species:S:1:pos:R:3:forces:R:3
O -0.6628 -1.8716 -0.9593 -0.07 -0.23 -0.03
C -0.2805 -0.8051 -0.5064 -0.14 0.08 -0.04
N -1.1095 0.1977 -0.1865 -0.19 0.25 0.12
C -2.5319 0.0775 -0.3865 0.06 -0.24 0.05
C -3.3002 -0.0721 0.9402 -0.01 -0.04 -0.29
C -4.6287 -0.7433 0.7269 -0.05 0.04 0.13
C -4.6702 -2.0945 0.4014 -0.01 0.06 0.02
C -5.8799 -2.7298 0.1896 -0.03 -0.10 -0.04
C -7.0643 -2.0205 0.2999 -0.09 -0.05 -0.02
C -7.0305 -0.6753 0.6229 -0.08 0.03 0.03
C -5.8191 -0.0402 0.8360 -0.01 -0.05 0.02
C -3.0473 1.2540 -1.1981 -0.12 0.11 -0.06
O -4.1231 1.7703 -1.0765 -0.16 0.02 0.13
O -2.1476 1.6644 -2.1003 0.48 0.07 -0.41
C 1.1905 -0.5783 -0.2821 0.27 -0.90 0.12
C 1.9649 -1.6811 -0.2965 -0.72 0.35 0.08
C 3.4081 -1.7607 -0.1464 0.45 0.09 0.06
C 4.1046 -2.7419 -0.8588 -0.09 0.20 0.07
C 5.4775 -2.8471 -0.7752 0.15 0.02 0.06
C 6.1792 -1.9783 0.0486 -0.26 0.02 0.00
Cl 7.8991 -2.1010 0.1577 0.17 -0.01 0.01
C 5.5100 -1.0234 0.7977 0.16 -0.04 -0.05
C 4.1358 -0.9167 0.6976 -0.04 -0.18 -0.02
N 1.7984 0.6860 -0.2311 0.48 0.19 -0.25
C 1.4600 1.8879 0.3024 0.04 -0.33 -0.05
O 0.3951 2.1735 0.8323 0.15 0.20 0.08
C 2.5435 2.8715 0.2037 -0.27 1.20 0.48
C 2.5731 4.1818 0.6113 -0.22 -0.92 -0.22
C 3.8624 4.6611 0.3000 0.38 -0.37 -0.25
C 4.5246 3.6146 -0.2698 0.14 0.80 0.20
O 3.7427 2.5299 -0.3341 -0.16 -0.45 -0.09
H -0.7509 1.0376 0.2711 0.14 -0.16 -0.08
H -2.6796 -0.8292 -0.9927 -0.01 0.24 0.10
H -3.4382 0.9112 1.3916 0.04 -0.02 0.07
H -2.6870 -0.6824 1.6072 0.02 0.07 -0.05
H -3.7471 -2.6506 0.3150 0.13 -0.07 -0.02
H -5.8993 -3.7804 -0.0617 0.00 -0.08 -0.02
H -8.0099 -2.5158 0.1339 -0.07 -0.03 -0.01
H -7.9514 -0.1170 0.7079 -0.07 0.05 0.01
H -5.7961 1.0116 1.0765 0.02 0.11 0.00
H -2.5041 2.4065 -2.6137 -0.20 -0.15 0.22
H 1.4488 -2.6122 -0.4876 -0.11 0.05 -0.06
H 3.5546 -3.4162 -1.4977 -0.06 -0.09 -0.07
H 6.0059 -3.5997 -1.3389 0.07 -0.06 -0.04
H 6.0613 -0.3721 1.4577 0.07 0.04 0.06
H 3.6230 -0.2033 1.3253 -0.04 0.07 0.02
H 2.7632 0.6415 -0.5462 -0.19 0.12 0.00
H 1.7672 4.7144 1.0717 -0.22 0.04 0.10
H 4.2448 5.6450 0.4761 0.15 0.18 0.00
H 5.5208 3.5217 -0.6557 0.11 -0.11 -0.08
```
Positions in Å, forces in eV/Å.

F_max: 1.32 eV Å⁻¹
SMILES string: O=C(N[C@@H](Cc1ccccc1)C(=O)O)/C(=C/c1ccc(Cl)cc1)NC(=O)c1ccco1
E: -1833.8055 Eh
E_HOMO: -8.6 eV

***

Here is a molecular structure, C23H19CoN2O5 at a distorted geometry from OMol25. Energies are from ωB97M-V/def2-TZVPD.

Geometry as XYZ:
```
50
Properties=species:S:1:pos:R:3:forces:R:3
Co 0.2088 0.7593 -0.2244 -0.26 0.29 -0.10
O 0.1697 0.6521 1.6804 -0.14 0.04 0.08
C -0.8215 0.2211 2.3702 0.10 -0.02 0.00
C -0.8560 0.5166 3.7648 -0.04 -0.02 0.01
C -1.8709 0.0865 4.5750 0.04 0.04 0.06
C -2.9364 -0.6805 4.0747 0.00 -0.02 -0.11
C -2.9293 -0.9961 2.7394 -0.03 0.02 0.09
C -1.9072 -0.5714 1.8718 0.01 -0.03 -0.20
C -1.9875 -1.0099 0.4994 0.40 0.00 -0.24
N -1.1320 -0.7108 -0.4101 -0.22 0.05 0.32
C -1.2658 -1.2001 -1.7799 -0.05 -0.07 0.05
C -0.1092 -0.5945 -2.5826 0.03 -0.05 -0.07
N 0.0043 0.7843 -2.1459 -0.12 0.07 -0.11
C -0.3427 1.7428 -2.9193 0.13 -0.13 -0.02
C -0.5075 3.1134 -2.5258 -0.02 -0.01 0.06
C -0.7712 4.0607 -3.5291 -0.01 0.02 0.01
C -1.0103 5.3793 -3.2375 0.01 -0.01 0.02
C -1.0083 5.7690 -1.8866 -0.02 0.06 -0.01
C -0.7744 4.8720 -0.8804 0.04 -0.08 -0.01
C -0.4988 3.4962 -1.1468 0.07 0.01 -0.08
O -0.2768 2.6961 -0.1746 -0.03 -0.05 0.14
H -0.0378 1.1078 4.1520 0.03 0.02 0.01
H -1.8501 0.3448 5.6283 0.00 0.00 0.00
H -3.7325 -1.0148 4.7238 -0.04 -0.02 0.02
H -3.7323 -1.5955 2.3221 -0.01 -0.02 -0.01
H -2.8333 -1.6630 0.2515 0.04 0.01 -0.01
H -2.2264 -0.8771 -2.2002 0.05 -0.01 0.00
H -1.2192 -2.2926 -1.8087 -0.02 0.01 -0.01
H -0.2793 -0.6776 -3.6639 -0.02 0.01 0.10
H 0.8195 -1.1019 -2.3175 -0.01 -0.01 -0.03
H -0.5585 1.5081 -3.9695 0.01 0.01 0.07
H -0.7837 3.7241 -4.5607 0.01 -0.02 -0.03
H -1.2009 6.0985 -4.0213 -0.01 0.02 -0.02
H -1.2006 6.8058 -1.6338 -0.01 0.01 0.00
H -0.7794 5.1745 0.1580 0.01 0.01 0.03
O 4.8881 -2.9416 -0.1178 -0.01 -1.12 0.47
C 3.6507 -3.2033 0.3347 0.47 -0.02 -0.08
C 3.3412 -4.4846 0.7968 -0.02 -0.02 0.01
C 2.0891 -4.7494 1.3211 0.05 -0.04 -0.01
C 1.1267 -3.7476 1.3967 -0.02 0.03 -0.01
C 1.4312 -2.4855 0.9124 -0.03 -0.02 -0.01
C 2.6730 -2.2005 0.3592 -0.14 0.13 0.10
C 3.0089 -0.8513 -0.2219 -0.33 -0.15 -0.17
O 4.2123 -0.6793 -0.5322 0.01 0.81 0.02
O 2.0899 -0.0213 -0.4407 0.23 -0.11 0.08
H 4.8833 -1.9432 -0.2527 -0.10 0.34 -0.42
H 4.1097 -5.2446 0.7528 0.02 -0.03 0.00
H 1.8672 -5.7444 1.6918 0.00 0.01 -0.01
H 0.1567 -3.9440 1.8356 -0.01 0.00 0.01
H 0.7096 -1.6866 0.9713 -0.05 0.06 0.00
```
Positions in Å, forces in eV/Å.

F_max: 1.21 eV Å⁻¹
charge: -1
E: -2756.4961 Eh
2S+1: 2
E_HOMO (alpha / beta): -4.9 / -4.8 eV

***

Here is a molecular structure, C23H19F3N5O7Pd at a distorted geometry from OMol25. Energies are from ωB97M-V/def2-TZVPD.

Geometry as XYZ:
```
58
Properties=species:S:1:pos:R:3:forces:R:3
Pd -0.4174 0.4033 -0.7966 -3.35 -0.47 -0.19
O -4.3812 -0.6058 -0.0694 -0.84 -0.04 0.08
C -3.2441 -0.4574 0.2839 0.90 -0.01 0.11
O -2.2341 -0.7535 -0.5052 0.65 0.18 -0.23
C -2.8957 -0.0186 1.7229 -0.31 -0.30 -0.35
C -1.6226 -0.7077 2.2187 -0.13 -0.18 -0.21
C -1.4151 -0.4850 3.7162 -0.06 -0.05 0.00
C -0.9637 0.9921 3.7539 -0.01 0.06 0.04
C -1.0244 1.3634 2.2767 0.13 0.25 -0.19
O -0.6082 0.1334 1.6376 0.54 -0.03 -0.04
C -2.4806 1.4739 1.8198 -0.27 0.53 -0.28
C -2.6307 2.2152 0.4883 0.76 -0.68 0.31
O -3.4459 3.0734 0.3060 -0.51 0.50 0.04
O -1.8116 1.8845 -0.4930 0.53 0.20 0.08
H -3.7765 -0.2452 2.3251 0.11 0.08 0.04
H -1.4961 -1.7286 1.8634 0.01 0.05 0.02
H -0.6369 -1.1414 4.0993 0.03 -0.07 0.02
H -2.3264 -0.6744 4.2791 -0.04 0.00 0.02
H 0.0540 1.0816 4.1277 0.06 0.03 0.01
H -1.6073 1.6271 4.3598 -0.01 0.01 0.00
H -0.3771 2.1738 1.9429 -0.02 -0.06 0.04
H -3.0919 2.0309 2.5320 0.04 -0.11 -0.03
N -1.0926 2.6990 -4.3280 0.04 -0.04 -0.08
C -0.5268 2.4548 -3.1287 -0.19 0.15 0.05
O -0.4402 1.2281 -2.7930 0.36 -0.20 0.34
C -0.0614 3.5499 -2.3604 0.05 -0.24 -0.21
C -0.2091 4.8669 -2.8344 -0.14 0.10 0.13
N -0.3774 5.9285 -3.2493 0.04 0.16 -0.17
C 0.4869 3.2849 -1.1083 0.14 -0.34 0.34
N 0.8910 2.9065 -0.0901 0.11 0.44 -0.11
H -1.2787 3.6412 -4.6263 0.00 -0.01 0.00
H -1.5123 1.9272 -4.8172 0.00 0.07 0.08
O 1.6851 -0.2219 -0.2271 0.66 0.25 0.46
N 2.1219 -0.0941 1.0154 0.03 -0.11 0.03
C 2.6032 1.0903 1.4549 -0.11 -0.56 -0.22
C 3.0527 1.2029 2.7521 -0.03 -0.39 0.27
C 3.0191 0.0984 3.5984 -0.10 0.00 -0.25
C 2.5248 -1.1154 3.1156 0.16 0.42 0.12
C 2.0768 -1.1870 1.8225 0.00 0.56 -0.43
H 2.5589 1.8949 0.7370 0.01 -0.07 0.03
H 3.4234 2.1609 3.0811 0.03 0.03 0.07
H 3.3698 0.1791 4.6157 0.03 0.00 0.06
H 2.4798 -2.0008 3.7311 0.02 0.00 0.07
H 1.6649 -2.0685 1.3576 -0.01 0.00 -0.04
F 3.4015 -4.5386 -3.6320 -0.09 0.11 0.03
C 2.0740 -4.7270 -3.5599 0.08 -0.22 -0.20
F 1.8706 -5.8302 -2.8237 -0.08 0.12 0.04
F 1.6490 -5.0037 -4.8094 -0.01 0.15 0.21
C 1.3647 -3.5204 -2.9890 -0.10 0.15 0.07
C 0.2299 -3.6807 -2.1959 0.34 0.08 -0.35
C -0.3953 -2.5534 -1.6993 0.35 0.87 -0.32
N 0.0650 -1.3169 -1.9735 1.21 -0.75 0.11
C 1.1587 -1.1666 -2.7514 -0.78 -0.02 0.35
C 1.8337 -2.2407 -3.2836 -0.26 -0.53 0.08
H -0.1651 -4.6566 -1.9603 0.04 -0.07 -0.02
H -1.2827 -2.5996 -1.0899 -0.11 0.07 0.14
H 1.4649 -0.1487 -2.9429 0.02 0.00 0.08
H 2.7049 -2.0779 -3.8968 0.08 -0.05 -0.05
```
Positions in Å, forces in eV/Å.

F_max: 3.39 eV Å⁻¹
E: -2115.6824 Eh
2S+1: 2
E_HOMO (alpha / beta): -8.0 / -8.1 eV

***

Table of relative energy (zero: lowest compared OMol25 entry of this formula, charge and spin) (eV), in record order: 0.000, 4.966, 1.316, 0.114, 0.462, 1.563